(1)
C18H21N5O2Pb | ωB97M-V/def2-TZVPD

Summary:
Relative energy (zero: lowest compared OMol25 entry of this formula, charge and spin), eV: 2.628
E, eV: -35750.455
HOMO (alpha / beta), eV: -21.53 / -21.48
HOMO-LUMO gap (alpha / beta), hartree: 0.1627 / 0.1226
Maximum force, eV/Å: 4.3
LUMO level (alpha / beta), eV: -17.11 / -18.14

```
! wB97M-V def2-TZVPD RIJCOSX def2/J DEFGRID3
* xyz 4 1
N 0.504 1.309 -3.806
C 0.593 -2.756 -2.013
N -0.531 3.173 2.078
C -0.515 3.741 0.805
C 1.682 -0.767 4.079
C -0.388 2.714 -0.087
H -0.006 -3.999 -0.353
H 2.089 3.277 -5.680
H -4.491 -5.465 -1.099
H 3.224 -0.554 -2.053
H 3.440 -1.426 0.321
C 1.733 -2.769 0.139
H 1.782 -3.127 1.174
H -0.362 2.726 -1.175
C -1.754 0.224 -1.578
N 1.030 -1.010 3.148
Pb 0.585 -0.558 -0.378
H -1.419 4.591 3.361
C 0.713 -3.246 -0.709
C -0.576 3.889 3.336
C 1.457 3.524 -4.812
H 3.196 0.300 5.031
H 2.036 4.068 -4.047
H 0.340 4.475 3.498
C 2.427 -0.455 5.282
H -0.375 1.145 2.776
C -1.670 -0.853 1.152
N -2.654 -2.920 -1.162
H -0.201 -3.152 -2.662
C 2.662 -1.811 -0.344
C 2.530 -1.308 -1.669
H 1.353 -1.387 -3.511
C -4.713 -4.467 -1.495
C 1.478 -1.773 -2.492
H 0.587 4.120 -5.128
N -0.319 1.545 0.646
H -4.945 -4.523 -2.565
C -0.415 1.824 1.937
O -2.628 0.938 -1.375
H -5.548 -4.014 -0.946
C 0.961 2.290 -4.238
O -2.681 -0.428 1.486
C -3.554 -3.633 -1.320
H 1.710 -0.050 6.019
H -0.567 4.789 0.618
H 2.890 -1.387 5.651
H -0.688 3.177 4.162
*
```

Here are the natural (NBO) charges for atoms 1 to 6, given in e:
1. N -0.513
2. C -0.151
3. N -0.290
4. C 0.206
5. C 0.450
6. C 0.164

---

(2)
C18H21N5O3 | ωB97M-V/def2-TZVPD

Summary:
Relative energy (zero: lowest compared OMol25 entry of this formula, charge and spin), eV: 2.640
E, eV: -32599.873
HOMO, eV: -8.01
HOMO-LUMO gap, hartree: 0.3204
Maximum force, eV/Å: 1.3
LUMO level, eV: 0.71
SMILES: O=C(CN1CCN(c2ncccn2)CC1)NCc1ccc2c(c1)OCO2

```
! wB97M-V def2-TZVPD RIJCOSX def2/J DEFGRID3
* xyz 0 1
H 5.897 -1.762 5.594
C -2.410 1.993 -0.906
H 0.566 -3.291 1.730
H 1.189 0.604 1.946
H -3.417 1.851 -0.502
C 1.294 -1.637 0.526
C -1.791 2.907 -4.499
C 3.884 -1.007 5.357
H -1.523 -1.879 1.322
O -2.378 2.078 -6.514
C -2.159 -0.210 0.150
H -1.074 -1.950 -0.388
H -1.189 3.752 -2.631
C 0.463 -1.006 3.180
H 2.341 -3.245 1.555
C 4.984 -1.785 5.024
N -1.620 0.886 -0.413
O -1.200 3.730 -5.421
H -3.684 0.272 -2.497
H -0.576 0.589 2.144
O -3.344 -0.352 0.370
H -0.625 0.874 -0.586
N 0.186 -0.716 0.713
C -3.152 1.009 -3.079
C -3.194 0.941 -4.468
H 1.163 -2.166 -0.419
H -0.664 2.952 -7.253
H 3.897 -0.335 6.207
H -0.454 -1.590 3.317
H 5.630 -3.235 3.554
C -1.569 3.222 -6.685
N 2.761 -1.025 4.669
C -2.448 2.002 -2.413
H -1.996 2.932 -0.527
H 0.678 -0.457 4.096
H -2.130 3.991 -7.242
C -1.743 2.974 -3.128
N 3.722 -2.632 3.198
C -1.127 -1.289 0.484
H -3.745 0.172 -4.982
C 4.832 -2.592 3.906
C 0.304 -0.038 1.996
C 1.445 -2.639 1.681
C 2.713 -1.846 3.608
N 1.557 -1.913 2.924
C -2.504 1.906 -5.161
H 2.208 -1.037 0.463
*
```

Here are the natural (NBO) charges for atoms 1 to 6, given in e:
1. H 0.224
2. C -0.246
3. H 0.189
4. H 0.200
5. H 0.243
6. C -0.219

---

(3)
C18H21P2Ru | ωB97M-V/def2-TZVPD

Summary:
Relative energy (zero: lowest compared OMol25 entry of this formula, charge and spin), eV: 1.458
E, eV: -40157.670
HOMO (alpha / beta), eV: -4.52 / -7.61
HOMO-LUMO gap (alpha / beta), hartree: 0.1881 / 0.2150
Maximum force, eV/Å: 4.4
LUMO level (alpha / beta), eV: 0.59 / -1.76

```
! wB97M-V def2-TZVPD RIJCOSX def2/J DEFGRID3
* xyz 0 6
C 0.556 -0.703 3.525
C -0.342 2.854 -1.389
Ru 1.484 -1.043 0.891
H 0.075 5.470 2.408
C -1.565 1.963 2.717
H -0.578 -3.546 1.647
C 0.908 2.469 -0.842
H 2.371 -1.646 2.759
H 0.610 -4.061 0.041
H 2.092 -3.700 4.185
H 1.834 0.456 -1.180
H -0.734 3.866 -1.379
C -0.579 -0.842 4.349
H 3.168 0.331 2.599
C 0.390 3.350 2.346
C 1.309 -2.928 4.200
H -1.242 0.016 4.489
C -1.739 4.367 2.901
P 0.790 0.592 2.221
H 2.376 1.572 3.670
C -0.392 4.486 2.539
C -0.821 -2.062 4.991
C -1.108 1.669 -1.736
C -0.186 2.060 2.446
C -0.312 0.538 -1.432
H 1.461 3.460 2.144
C 1.497 -1.751 3.447
C 0.932 0.895 -0.754
H -2.032 0.966 2.732
H -2.315 5.256 3.101
H -1.750 -2.203 5.551
H -2.124 1.653 -2.130
C 0.122 -3.087 4.913
H -3.371 2.997 3.257
C 2.447 1.159 2.655
P 0.089 -2.847 0.559
H -0.049 -4.016 5.440
H -0.560 -0.553 -1.427
H -1.062 -2.867 -0.353
H 1.837 3.079 -0.602
H 2.763 1.935 1.948
C -2.323 3.112 2.988
*
```

Here are the natural (NBO) charges for atoms 1 to 6, given in e:
1. C -0.242
2. C -0.277
3. Ru 0.088
4. H 0.218
5. C -0.202
6. H 0.029

---

(4)
C18H22B3IN2O9 | ωB97M-V/def2-TZVPD

Summary:
E, eV: -50562.296
HOMO, eV: -10.04
HOMO-LUMO gap, hartree: 0.3452
Maximum force, eV/Å: 4.2
LUMO level, eV: -0.65

```
! wB97M-V def2-TZVPD RIJCOSX def2/J DEFGRID3
* xyz 0 1
C -2.652 -2.535 3.847
O -1.322 4.013 -0.027
H -0.519 0.530 -4.104
H 1.330 -0.923 -4.012
C 2.008 6.146 1.043
C 0.882 5.447 0.641
H -2.863 -4.167 -0.823
H -3.082 -1.734 1.902
H -3.545 -2.124 4.299
C 2.617 5.845 2.253
H -2.034 0.662 -0.853
O 3.768 -1.566 -3.136
H -1.045 -2.656 0.878
I -2.504 -1.941 -5.618
H 2.475 -2.833 -1.367
H 2.581 4.607 4.004
C -0.374 -3.568 2.703
H 3.495 6.396 2.567
H 1.425 -1.472 -1.059
O 1.597 -4.763 2.792
B -1.745 -1.207 -1.926
O -2.602 -3.586 -2.962
C -2.393 -2.313 2.502
C 0.976 4.141 2.669
O -1.268 2.881 1.807
O -2.527 -2.023 -1.137
H -1.973 -3.456 5.663
H -2.210 0.802 -2.594
H -0.048 1.798 -1.546
C 0.378 4.457 1.463
H 0.407 5.680 -0.301
H 2.410 6.926 0.412
C 0.267 0.885 -3.456
C 1.531 0.112 -3.768
C 2.104 4.842 3.063
H 0.066 -4.388 4.638
N -0.831 3.727 1.049
C -1.247 -2.831 1.924
C -1.627 0.340 -1.803
C -0.621 -3.806 4.042
H 0.575 3.362 3.299
H 0.439 0.138 -1.423
O 2.475 0.162 -2.664
H 2.019 0.563 -4.624
B -2.664 -3.311 -1.617
C 2.451 -1.769 -1.201
O 1.052 -3.845 0.917
O -1.039 -1.863 -2.953
H 3.069 -1.474 -0.372
C -1.768 -3.283 4.615
C 2.986 -1.098 -2.426
H 0.426 1.927 -3.687
C -0.174 0.820 -1.987
B -1.988 -2.571 -3.637
N 0.855 -4.103 2.091
*
```

Here are the natural (NBO) charges for atoms 1 to 6, given in e:
1. C -0.181
2. O -0.378
3. H 0.215
4. H 0.183
5. C -0.208
6. C -0.209

---

(5)
C18H22BrNO | ωB97M-V/def2-TZVPD

Summary:
Relative energy (zero: lowest compared OMol25 entry of this formula, charge and spin), eV: 14.177
E, eV: -92588.826
HOMO, eV: -8.45
HOMO-LUMO gap, hartree: 0.3120
Maximum force, eV/Å: 16.3
LUMO level, eV: 0.04

```
! wB97M-V def2-TZVPD RIJCOSX def2/J DEFGRID3
* xyz 0 1
H -7.189 -0.583 4.285
H 2.991 -0.819 -0.049
C -6.431 -0.971 3.782
N 1.296 -0.800 -0.886
H -6.192 -1.893 4.145
H 0.309 0.620 2.084
H 1.816 0.800 0.163
H -3.684 1.861 4.162
H -1.076 0.163 -0.510
H -1.399 1.628 2.951
H 5.594 1.040 -4.854
H 2.626 -1.669 -3.467
H 2.612 -2.333 -1.018
C -4.325 0.015 3.278
H 3.802 -0.884 -5.491
C -1.549 -0.049 2.198
Br 6.295 2.413 -2.327
C 0.939 0.689 -0.531
C -3.366 1.056 3.374
C 2.683 -1.295 -0.905
C 3.210 -1.040 -3.333
H -6.505 -1.185 2.694
H 1.865 1.494 -2.438
C -2.557 -1.036 1.893
H 4.427 0.722 -0.845
C 4.501 0.289 -1.782
H -0.044 -1.142 1.193
O -5.642 0.022 3.892
H 0.623 -1.155 -1.861
H 0.029 0.945 -2.668
C 3.443 -0.525 -2.122
C -3.965 -0.844 2.434
H -4.556 -1.929 2.410
C -0.368 -0.079 1.225
H -0.766 1.789 0.139
C -0.455 0.562 0.041
C 0.907 1.593 -1.882
C 3.858 -0.423 -4.636
C -2.159 1.042 2.789
H 0.563 2.599 -1.760
C 5.029 0.468 -4.061
H -2.255 -2.052 1.128
C 5.065 0.894 -2.835
*
```

Here are the natural (NBO) charges for atoms 1 to 6, given in e:
1. H 0.197
2. H 0.193
3. C -0.215
4. N -0.661
5. H 0.152
6. H 0.166